Record 1
2 unconnected molecules or ions with the total composition C2H3BrS, computed with ωB97M-V/def2-TZVPD.

Maximum force = 4.80 eV Å⁻¹
Kohn-Sham gap (spin up / spin down) = 0.3148 / 0.2986 Eh
Energy = -3050.01847 hartree
LUMO (spin up / spin down) = -0.84 / -0.55 eV
Energy relative to the best compared isomer or geometry (same formula, charge and spin) = 417.9 kJ/mol

Each line ends with the natural charge from an NBO analysis.
Positions of all 7 atoms, in Å:
C -0.635 0.049 0.694  -0.544
C 0.471 0.036 -0.307  -0.327
S -0.181 1.661 -0.031  0.221
Br 2.238 -0.456 -0.039  0.136
H -1.665 -0.455 0.353  0.242
H -0.333 -0.229 1.626  0.216
H 0.104 -0.606 -2.296  0.056

=====

Record 2
C2H3BrSi in the gas phase, computed with ωB97M-V/def2-TZVPD.

Maximum force = 8.27 eV Å⁻¹
SMILES string = BrC1=C[SiH2]1
Kohn-Sham gap = 0.3551 Eh
Energy = -2941.38429 hartree
LUMO = 0.43 eV
Energy relative to the best compared isomer or geometry (same formula, charge and spin) = 204.9 kJ/mol

Each line ends with the natural charge from an NBO analysis.
Positions of all 7 atoms, in Å:
C -0.076 1.061 -0.013  -0.556
C 0.982 0.012 -0.050  -0.521
Si -0.782 -0.661 -0.015  1.072
Br 2.846 -0.104 0.012  0.134
H -0.061 2.062 -0.199  0.212
H -1.245 -1.471 1.358  -0.160
H -1.664 -0.898 -1.093  -0.181

=====

Record 3
C2H3BrSi in the gas phase, computed with ωB97M-V/def2-TZVPD.

Maximum force = 3.81 eV Å⁻¹
Kohn-Sham gap = 0.2276 Eh
Energy = -2941.30155 hartree
LUMO = -2.07 eV
Energy relative to the best compared isomer or geometry (same formula, charge and spin) = 422.1 kJ/mol

Each line ends with the natural charge from an NBO analysis.
Positions of all 7 atoms, in Å:
C -0.150 1.522 -0.716  -0.997
C -0.778 2.743 -1.135  -0.090
Si -0.370 -0.112 0.179  1.181
Br 0.562 3.804 -2.070  -0.021
H 1.055 1.372 -0.868  0.206
H -1.617 -0.651 1.038  -0.128
H 0.901 -0.819 0.111  -0.151

=====

Record 4
2 unconnected molecules or ions with the total composition C2H3Cl2N, computed with ωB97M-V/def2-TZVPD.

Maximum force = 2.75 eV Å⁻¹
SMILES string = N=C=CCl.Cl
Kohn-Sham gap = 0.3478 Eh
Energy = -1053.07552 hartree
LUMO = 0.20 eV
Energy relative to the best compared isomer or geometry (same formula, charge and spin) = 124.6 kJ/mol

Each line ends with the natural charge from an NBO analysis.
Positions of all 8 atoms, in Å:
C -0.154 -0.798 -0.100  0.406
C -1.133 -0.081 0.397  -0.459
N 0.887 -1.366 -0.352  -0.583
Cl 1.918 1.668 0.420  -0.305
Cl -1.523 1.540 -0.149  0.031
H -1.768 -0.576 1.018  0.241
H 0.648 1.374 0.055  0.265
H 1.125 -1.762 -1.288  0.403

=====

What did the fourth record say?
2 unconnected molecules or ions with the total composition C2H3Cl2N, computed with ωB97M-V/def2-TZVPD.

Maximum force = 2.75 eV Å⁻¹
SMILES string = N=C=CCl.Cl
Kohn-Sham gap = 0.3478 Eh
Energy = -1053.07552 hartree
LUMO = 0.20 eV
Energy relative to the best compared isomer or geometry (same formula, charge and spin) = 124.6 kJ/mol

Each line ends with the natural charge from an NBO analysis.
Positions of all 8 atoms, in Å:
C -0.154 -0.798 -0.100  0.406
C -1.133 -0.081 0.397  -0.459
N 0.887 -1.366 -0.352  -0.583
Cl 1.918 1.668 0.420  -0.305
Cl -1.523 1.540 -0.149  0.031
H -1.768 -0.576 1.018  0.241
H 0.648 1.374 0.055  0.265
H 1.125 -1.762 -1.288  0.403